Record 1
9 unconnected molecules or ions with the total composition C21H56F4O8PS8 at a distorted geometry, computed with ωB97M-V/def2-TZVPD.

```
! wB97M-V def2-TZVPD RIJCOSX def2/J DEFGRID3
* xyz 1 1
H 7.3218 -1.8743 -5.9322
H -3.2445 8.7226 -1.0604
H -1.5101 2.7221 6.1856
H -3.2203 7.9091 -2.6565
C -3.9257 1.4971 -4.0069
F 1.8078 4.1916 1.6949
C -3.5358 2.8790 0.4081
H -5.9915 2.1853 1.5497
H 3.6820 -0.8943 1.8476
S 4.0793 -2.6429 0.3002
H 0.9028 1.4604 2.0148
H 0.1546 0.3651 -2.3872
H -4.9700 1.7604 -3.8390
S 8.0237 -5.9836 2.6089
H 0.4856 0.5245 4.7006
H -1.3168 5.4159 -0.4881
C 0.2534 1.5866 4.5988
C -3.6862 7.9359 -1.6717
H -4.7545 8.1112 -1.7750
H 5.1451 -0.5761 0.8751
H 7.1654 -1.0279 -4.3611
H -4.1182 3.6783 0.8669
C 5.7286 -3.0769 -0.2373
C -8.5295 -1.1225 0.1713
H -5.7949 1.2084 0.0618
F 2.1644 4.5287 3.8193
C -1.6665 6.3536 -0.9151
O 3.3905 -1.9903 -0.8537
C 5.6713 -3.3892 -4.1735
C -1.2373 1.6903 4.3850
S 7.4673 -3.3866 -4.0871
C 0.2513 -2.1877 -1.1197
H -1.3324 6.4338 -1.9495
C -4.7532 -0.9598 -4.6627
O -2.2553 -0.5571 -3.8740
F -0.5117 4.6868 4.2707
H -1.2867 7.1894 -0.3267
O -0.0401 -0.6460 1.0405
H -3.6725 1.5973 -5.0621
H 5.2753 -2.5051 -3.6724
H -3.8480 2.7352 -0.6254
H 5.1945 -1.7612 2.2192
H 0.5974 2.0626 5.5134
H 8.7601 -1.5873 -4.9251
H -9.5831 -1.0494 -0.0976
S -3.4646 6.3519 -0.8568
O -3.9304 5.3014 -1.8010
C -0.2573 0.4255 -1.3812
H 0.1982 5.8026 2.7961
H -4.6969 -2.0378 -4.5291
O -6.9392 -1.9085 2.1373
H -8.0664 -0.1411 0.0937
H -5.9144 0.4047 1.6494
H 5.3602 -3.4085 -5.2178
H -1.7042 1.4195 3.4385
H 0.6575 -2.1636 -2.1288
H -3.0499 2.0532 5.4137
H -8.6020 -3.8266 0.8584
O 6.7220 -5.2764 2.4498
S -8.3846 -1.6721 1.8784
H 8.6885 -8.2425 2.2055
C -9.1584 -3.2709 1.6130
C 7.7361 -7.7131 2.2201
H -8.0160 -1.8259 -0.4846
C 4.5843 -1.3339 1.4236
C -5.5483 1.2860 1.1209
C -0.0122 4.7561 3.0275
O 7.8321 -3.1873 -2.6578
H 5.3126 -4.2854 -3.6715
S -3.6428 -0.1969 -3.4756
H 6.2168 -2.2079 -0.6771
C 1.3080 3.9949 2.9345
H 7.0991 -8.1299 2.9970
H -0.8323 -2.3046 -1.1428
C 9.0014 -5.6198 1.1454
H -1.3088 0.1404 -1.3906
H 7.2393 -7.7937 1.2533
H 0.7052 -3.0035 -0.5629
H -9.1395 -3.8120 2.5563
H -2.4788 3.1334 0.4326
H 2.5713 1.7754 3.4628
C -1.9807 2.1710 5.3836
H 9.2561 -4.5623 1.1650
H -4.4434 -0.6971 -5.6739
H -5.7718 -0.6207 -4.4749
P 1.2459 2.1417 3.1997
H 8.4204 -5.8403 0.2498
S 0.6674 -0.6618 -0.2902
H 6.3035 -3.4477 0.6131
F -0.8766 4.2761 2.1120
H -10.1908 -3.1242 1.2965
O -3.5003 1.6145 2.7596
H 9.9143 -6.2147 1.1639
S -3.7676 1.3439 1.3089
C 7.6948 -1.8065 -4.9105
H 5.6489 -3.8611 -0.9852
H -0.1566 1.4446 -1.0068
H -3.2869 2.1481 -3.4130
*
```

- E_HOMO (Eh) = -0.379
- lowest unoccupied orbital energy (eV) = -2.33
- largest force on an atom (eV/Å) = 1.0
- DFT total energy (hartree) = -5361.43270
- gap between HOMO and LUMO (eV) = 7.97

These are the Löwdin partial charges, in e, on atoms 1 to 6:
1 H 0.054
2 H 0.056
3 H 0.067
4 H 0.062
5 C -0.263
6 F 0.090

***

Record 2
A molecular structure, C21H57AlIN3O8PS, computed with ωB97M-V/def2-TZVPD.

```
! wB97M-V def2-TZVPD RIJCOSX def2/J DEFGRID3
* xyz -1 1
H -0.0354 1.2344 0.2695
H -5.2860 2.1418 -2.7231
H -0.9972 8.1495 -5.3681
H 1.2467 -4.3660 2.9384
H 8.5141 -0.7957 2.7526
H 2.6420 -7.6668 2.0419
H -0.8091 2.5688 -3.0488
H -0.5948 4.1812 -2.3814
H -1.3494 5.8660 -7.3839
C -1.5564 7.6252 -6.1517
H -6.6607 4.3287 -3.7957
C 1.5469 -2.2899 3.2272
H 7.7484 -1.9250 1.8843
H -1.1961 6.9847 -3.4530
C 1.8742 -8.0915 2.6882
Al 4.5029 -2.5557 1.5395
H -2.9869 2.3402 -1.8385
H 2.4626 -1.7214 3.3752
C -6.5658 3.1801 -1.3369
H 1.0481 -9.6232 4.8988
O -0.7813 -1.4329 3.8351
H -2.9846 3.8075 -2.8152
C 3.1437 -3.9613 2.0226
H -2.5549 5.4487 -4.8885
H 0.8436 -8.9775 1.0206
H -5.9529 2.9987 -0.4540
H 0.5531 0.3557 -2.0097
H 0.1665 6.7346 -7.0835
C -6.3134 2.0873 -2.3619
H -0.1540 -8.8594 2.4679
P 6.0235 -3.6673 0.0201
O -2.8685 7.3262 -5.7113
H -0.2363 -7.5500 4.3110
O 5.7793 -3.3313 -1.4290
C -2.2812 6.9360 -3.3483
C -0.4678 0.3323 -1.6269
H 7.4005 -3.4630 0.3479
C -0.7752 6.4150 -6.6363
H -0.5364 5.7283 -5.8232
H -8.6116 5.6633 -1.8417
H -1.1521 0.4316 -2.4740
H 5.3863 0.5896 2.4830
H 5.9627 -0.2841 5.0604
C -1.0153 3.1953 -2.1717
H -6.4791 1.1054 -1.9182
H -2.5019 6.2618 -2.5205
C 5.4688 -1.9925 3.2243
C -2.9527 6.4326 -4.6135
H -0.6392 -0.6390 -1.1640
C -0.6703 1.4257 -0.5945
H -8.8713 4.1067 -2.6332
H -7.6118 3.1646 -1.0080
H 5.9483 -2.9129 3.5849
O -0.2612 -1.4600 1.4444
O -6.2004 4.4753 -1.7801
S 0.3175 -1.1137 2.7001
H 2.2745 -9.0315 3.0881
H 1.1819 -2.5716 4.2172
N 6.8318 -0.3525 4.5488
H 0.7715 -6.6083 5.3996
H 7.4219 -1.0074 5.0467
C -6.8848 4.9524 -2.9221
H 3.0751 -4.6940 1.2096
H -8.8289 5.5784 -3.5992
O 1.7073 -7.1403 3.7213
H -1.6897 8.3307 -6.9725
H -1.7086 1.4257 -0.2384
O -0.3091 2.7255 -1.0466
I 3.4223 -0.6522 0.1942
C 0.6125 -8.3492 1.8814
H 6.3560 -0.0707 1.3494
C 1.1255 -8.7239 5.5120
H -2.6373 7.9345 -3.0907
O 0.7565 0.2282 2.9231
H 0.4446 -8.8396 6.3564
C 6.5777 -0.9200 3.2018
H 2.1464 -8.6610 5.8910
H -2.7303 3.9018 -1.0624
H 4.7218 -1.7318 3.9821
N 7.8383 -1.5536 2.8262
H -6.4551 5.9356 -3.1166
C 1.6897 -3.5491 2.3573
C 0.7744 -7.4683 4.7293
H -6.9764 2.1766 -3.2243
C -8.3879 5.0794 -2.7356
H 3.5571 -4.5077 2.8793
H -4.0210 6.3027 -4.4368
H -1.3449 -0.6508 3.8501
H 0.1945 -7.4073 1.5240
C -2.5165 3.3175 -1.9591
N 6.3109 0.2132 2.3193
H 5.9276 -5.0788 0.2031
H 1.1026 -3.4750 1.4433
*
```

- E_HOMO (Eh) = -0.190
- lowest unoccupied orbital energy (eV) = 2.06
- largest force on an atom (eV/Å) = 0.9
- DFT total energy (hartree) = -2880.26873
- gap between HOMO and LUMO (eV) = 7.22

These are the Löwdin partial charges, in e, on atoms 1 to 6:
1 H 0.104
2 H 0.066
3 H 0.107
4 H 0.090
5 H 0.073
6 H 0.119